1.
Entry from the Open Molecules 2025 dataset: an isolated ion of composition C4H10NO and charge +1 in a non-equilibrium geometry (ωB97M-V with the def2-TZVPD basis set).

Structure (ORCA input):
```
! RIJCOSX wB97M-V def2-TZVPD def2/J DEFGRID3
* xyz 1 1
C 1.88 -1.18 -0.04
C 0.51 0.54 0.21
C 0.17 1.96 -0.12
C -1.47 -0.86 -0.42
N -0.62 -0.31 0.67
O 1.61 0.04 -0.13
H 2.89 -1.46 -0.28
H 1.20 -1.95 0.28
H 1.10 2.54 -0.16
H -0.47 2.41 0.63
H -0.31 2.06 -1.10
H -1.91 -0.05 -0.98
H -0.86 -1.47 -1.09
H -2.26 -1.48 -0.01
H -0.25 -1.08 1.25
H -1.21 0.28 1.28
*
```

- energy relative to the best compared isomer or geometry (same formula, charge and spin) (kJ/mol) = 403.1
- strongest force on any atom (eV Å⁻¹) = 4.52
- gap between HOMO and LUMO (spin up / spin down) (eV) = 8.32 / 8.45
- E (Ha) = -288.00957
- LUMO energy (spin up / spin down) (Ha) = -0.141 / -0.137



2.
Entry from the Open Molecules 2025 dataset: a 2-piece molecular cluster, C4H10NO overall in a non-equilibrium geometry (ωB97M-V with the def2-TZVPD basis set).

Structure (ORCA input):
```
! RIJCOSX wB97M-V def2-TZVPD def2/J DEFGRID3
* xyz 1 1
C -1.36 0.46 1.13
C -1.03 0.81 -0.32
C -1.54 1.71 -1.14
C 0.52 -1.06 -0.39
N -0.32 -0.29 -1.03
H -1.15 -0.55 1.43
H -2.33 0.89 1.39
H -0.64 1.11 1.69
H -1.24 1.72 -2.19
H -2.27 2.43 -0.79
H 1.60 -1.12 -0.55
H 0.13 -1.79 0.31
H -0.42 -0.20 -2.04
H 3.73 -2.06 0.88
H 3.29 -0.65 0.53
O 3.03 -1.41 1.07
*
```

- energy relative to the best compared isomer or geometry (same formula, charge and spin) (kJ/mol) = 361.6
- strongest force on any atom (eV Å⁻¹) = 4.06
- gap between HOMO and LUMO (eV) = 7.59
- E (Ha) = -288.02536
- LUMO energy (Ha) = -0.243



3.
Entry from the Open Molecules 2025 dataset: an isolated ion of composition C4H10NO and charge +1 in a non-equilibrium geometry (ωB97M-V with the def2-TZVPD basis set).

Structure (ORCA input):
```
! RIJCOSX wB97M-V def2-TZVPD def2/J DEFGRID3
* xyz 1 1
C 2.03 0.44 0.54
N 0.68 0.09 0.01
C 0.70 -1.25 -0.70
C -0.35 0.88 0.06
C -1.94 0.27 -0.32
O -2.33 -0.06 0.92
H 2.49 -0.31 1.05
H 1.93 1.28 1.13
H 2.72 0.63 -0.44
H -0.22 -1.71 -0.60
H 1.46 -1.82 -0.19
H 1.03 -1.16 -1.75
H -0.45 1.74 0.74
H -2.59 1.15 -0.68
H -1.98 -0.61 -0.94
H -3.16 0.42 1.18
*
```

- SMILES = C[N+](C)=CCO
- energy relative to the best compared isomer or geometry (same formula, charge and spin) (kJ/mol) = 240.5
- strongest force on any atom (eV Å⁻¹) = 5.46
- gap between HOMO and LUMO (eV) = 10.64
- E (Ha) = -288.07149
- LUMO energy (Ha) = -0.166



4.
Entry from the Open Molecules 2025 dataset: a 2-piece molecular cluster, C4H10NO overall in a non-equilibrium geometry (ωB97M-V with the def2-TZVPD basis set).

Structure (ORCA input):
```
! RIJCOSX wB97M-V def2-TZVPD def2/J DEFGRID3
* xyz 1 1
C 1.03 0.25 1.47
C 0.78 1.08 0.22
C 1.18 2.37 0.10
C -0.74 -0.43 -0.96
N -0.14 0.70 -0.79
H 2.07 -0.05 1.63
H 0.55 -0.72 1.63
H 0.83 0.80 2.39
H 0.37 2.97 -0.30
H 1.99 2.76 0.68
H -1.27 -0.64 -1.87
H -0.53 -1.14 -0.19
H -0.44 1.48 -1.37
H -2.64 -3.08 -0.79
H -1.30 -3.60 -1.01
O -1.73 -2.74 -0.85
*
```

- energy relative to the best compared isomer or geometry (same formula, charge and spin) (kJ/mol) = 226.1
- strongest force on any atom (eV Å⁻¹) = 2.40
- gap between HOMO and LUMO (eV) = 8.90
- E (Ha) = -288.07697
- LUMO energy (Ha) = -0.187



The lowest energy relative to the best compared isomer or geometry (same formula, charge and spin) belongs to which entry?
number 4



Which formula does entry 1 have?
C4H10NO



What did the second record say?
Entry from the Open Molecules 2025 dataset: a 2-piece molecular cluster, C4H10NO overall in a non-equilibrium geometry (ωB97M-V with the def2-TZVPD basis set).

Structure (ORCA input):
```
! RIJCOSX wB97M-V def2-TZVPD def2/J DEFGRID3
* xyz 1 1
C -1.36 0.46 1.13
C -1.03 0.81 -0.32
C -1.54 1.71 -1.14
C 0.52 -1.06 -0.39
N -0.32 -0.29 -1.03
H -1.15 -0.55 1.43
H -2.33 0.89 1.39
H -0.64 1.11 1.69
H -1.24 1.72 -2.19
H -2.27 2.43 -0.79
H 1.60 -1.12 -0.55
H 0.13 -1.79 0.31
H -0.42 -0.20 -2.04
H 3.73 -2.06 0.88
H 3.29 -0.65 0.53
O 3.03 -1.41 1.07
*
```

- energy relative to the best compared isomer or geometry (same formula, charge and spin) (kJ/mol) = 361.6
- strongest force on any atom (eV Å⁻¹) = 4.06
- gap between HOMO and LUMO (eV) = 7.59
- E (Ha) = -288.02536
- LUMO energy (Ha) = -0.243



What did the second record say?
Entry from the Open Molecules 2025 dataset: a 2-piece molecular cluster, C4H10NO overall in a non-equilibrium geometry (ωB97M-V with the def2-TZVPD basis set).

Structure (ORCA input):
```
! RIJCOSX wB97M-V def2-TZVPD def2/J DEFGRID3
* xyz 1 1
C -1.36 0.46 1.13
C -1.03 0.81 -0.32
C -1.54 1.71 -1.14
C 0.52 -1.06 -0.39
N -0.32 -0.29 -1.03
H -1.15 -0.55 1.43
H -2.33 0.89 1.39
H -0.64 1.11 1.69
H -1.24 1.72 -2.19
H -2.27 2.43 -0.79
H 1.60 -1.12 -0.55
H 0.13 -1.79 0.31
H -0.42 -0.20 -2.04
H 3.73 -2.06 0.88
H 3.29 -0.65 0.53
O 3.03 -1.41 1.07
*
```

- energy relative to the best compared isomer or geometry (same formula, charge and spin) (kJ/mol) = 361.6
- strongest force on any atom (eV Å⁻¹) = 4.06
- gap between HOMO and LUMO (eV) = 7.59
- E (Ha) = -288.02536
- LUMO energy (Ha) = -0.243